{
  "formula": "C49H69ClGeN5P3Sc",
  "method": "ωB97M-V with the def2-TZVPD basis set",
  "relative_energy_kcal_mol": 29.2,
  "e_tot_ha": -6503.8234,
  "largest_force_ev_per_a": 0.73,
  "e_homo_ev": [-12.15, -12.18],
  "multiplicity": 2,
  "gap_ev": [6.853, 5.228],
  "charge": 2,
  "elements": ["Sc", "C", "C", "C", "P", "C", "N", "Ge", "N", "C", "P", "C", "C", "C", "C", "C", "C", "C", "C", "C", "C", "C", "C", "N", "C", "C", "C", "C", "C", "C", "C", "C", "C", "C", "C", "C", "N", "C", "P", "C", "C", "C", "C", "C", "C", "C", "C", "C", "H", "H", "H", "H", "H", "H", "H", "H", "H", "H", "H", "H", "H", "H", "H", "H", "H", "H", "H", "H", "H", "H", "H", "H", "H", "H", "H", "H", "H", "H", "H", "H", "H", "H", "H", "H", "H", "H", "H", "H", "H", "H", "H", "H", "H", "H", "H", "H", "H", "H", "H", "H", "H", "H", "H", "H", "H", "H", "H", "H", "C", "C", "C", "C", "C", "H", "H", "H", "H", "H", "Cl", "C", "C", "C", "C", "N", "C", "H", "H", "H", "H"],
  "xyz": [[-1.213, -0.214, 0.898], [-0.487, -4.773, 1.455], [0.612, -3.923, 0.805], [1.904, -4.720, 0.640], [0.717, -2.290, 1.660], [2.474, -1.705, 1.451], [2.697, -0.709, 0.434], [0.990, 0.604, -0.713], [0.769, -0.459, -2.236], [-0.502, -0.342, -2.898], [-1.805, -1.045, -1.797], [-1.584, -2.846, -2.164], [-2.331, -3.788, -1.224], [-1.859, -3.246, -3.616], [-3.406, -0.425, -2.484], [-4.604, -1.269, -2.042], [-3.424, -0.199, -3.999], [1.913, -1.009, -2.784], [1.989, -2.107, -3.635], [3.231, -2.602, -4.017], [4.408, -2.031, -3.555], [4.346, -0.912, -2.730], [3.112, -0.418, -2.379], [2.944, 0.844, -1.610], [3.928, 0.991, -0.569], [4.907, 1.948, -0.543], [5.829, 1.946, 0.509], [5.778, 0.980, 1.519], [4.781, 0.036, 1.527], [3.790, 0.041, 0.500], [2.808, 1.980, -2.534], [3.756, 2.257, -3.498], [3.561, 3.328, -4.357], [2.403, 4.085, -4.241], [1.441, 3.788, -3.287], [1.629, 2.717, -2.407], [0.729, 2.322, -1.428], [-0.492, 3.075, -1.302], [-1.534, 2.605, 0.149], [-3.203, 3.182, -0.441], [-3.250, 4.513, -1.208], [-4.272, 3.188, 0.653], [-0.907, 3.737, 1.481], [-1.440, 5.169, 1.454], [0.625, 3.796, 1.434], [0.821, -2.553, 3.505], [-0.495, -2.833, 4.223], [1.898, -3.551, 3.943], [-0.800, -5.557, 0.765], [-1.375, -4.199, 1.728], [-0.115, -5.258, 2.356], [0.276, -3.655, -0.201], [2.357, -4.992, 1.592], [2.646, -4.200, 0.033], [1.670, -5.649, 0.116], [3.114, -2.567, 1.239], [2.773, -1.345, 2.440], [-0.501, -0.863, -3.857], [-0.748, 0.706, -3.117], [-0.506, -2.954, -1.977], [-3.410, -3.729, -1.371], [-2.123, -3.584, -0.177], [-2.037, -4.820, -1.426], [-2.930, -3.270, -3.820], [-1.477, -4.253, -3.789], [-1.392, -2.592, -4.350], [-3.494, 0.559, -2.008], [-4.569, -2.262, -2.490], [-5.526, -0.796, -2.383], [-4.671, -1.382, -0.961], [-3.385, -1.135, -4.553], [-2.611, 0.438, -4.344], [-4.360, 0.294, -4.269], [1.084, -2.585, -3.990], [3.276, -3.457, -4.678], [5.367, -2.436, -3.846], [5.254, -0.432, -2.385], [4.976, 2.688, -1.327], [6.608, 2.696, 0.527], [6.527, 0.980, 2.298], [4.745, -0.703, 2.314], [4.633, 1.631, -3.596], [4.295, 3.556, -5.116], [2.234, 4.915, -4.914], [0.540, 4.381, -3.239], [-1.127, 2.953, -2.191], [-0.295, 4.151, -1.221], [-3.465, 2.392, -1.155], [-3.206, 5.365, -0.534], [-4.204, 4.570, -1.733], [-2.469, 4.631, -1.954], [-3.993, 3.817, 1.498], [-4.493, 2.195, 1.027], [-5.199, 3.595, 0.246], [-1.213, 3.267, 2.421], [-1.188, 5.669, 0.517], [-0.965, 5.736, 2.257], [-2.514, 5.232, 1.599], [0.962, 4.406, 0.594], [1.097, 2.823, 1.328], [0.998, 4.261, 2.348], [1.152, -1.562, 3.832], [-0.846, -3.849, 4.050], [-1.289, -2.150, 3.928], [-0.340, -2.727, 5.299], [1.600, -4.577, 3.735], [2.041, -3.471, 5.022], [2.868, -3.382, 3.476], [-3.192, -1.473, 1.393], [-3.583, -0.098, 1.271], [-4.063, 0.304, 2.537], [-3.964, -0.773, 3.425], [-3.426, -1.860, 2.727], [-3.122, -2.179, 0.578], [-3.797, 0.404, 0.334], [-4.430, 1.287, 2.797], [-4.239, -0.758, 4.469], [-3.245, -2.845, 3.131], [-1.698, 1.616, 6.434], [-0.605, 1.357, 5.133], [0.744, 1.633, 5.259], [1.561, 1.393, 4.164], [1.001, 0.896, 3.005], [-0.310, 0.631, 2.881], [-1.098, 0.857, 3.939], [1.140, 2.021, 6.188], [2.622, 1.592, 4.206], [1.613, 0.701, 2.136], [-2.148, 0.619, 3.836]],
  "atomic_forces_ev_per_a": [[-0.09, 0.35, 0.64], [0.05, -0.06, 0.03], [-0.06, -0.05, -0.12], [-0.01, -0.07, -0.04], [-0.13, 0.33, 0.13], [0.08, 0.01, 0.00], [-0.05, -0.23, 0.00], [-0.14, -0.21, 0.13], [0.05, -0.25, -0.03], [-0.02, -0.03, -0.20], [0.08, -0.04, 0.04], [0.05, -0.06, -0.14], [-0.04, -0.01, 0.05], [-0.01, -0.01, -0.01], [-0.02, 0.06, -0.06], [-0.02, -0.03, -0.02], [-0.03, 0.01, 0.02], [0.04, 0.02, -0.08], [0.02, -0.03, -0.02], [-0.03, 0.00, 0.00], [-0.04, 0.05, 0.02], [0.04, -0.14, -0.08], [-0.06, 0.33, 0.19], [0.14, -0.09, -0.07], [-0.09, -0.09, 0.02], [0.03, -0.01, 0.09], [0.02, 0.03, -0.02], [-0.03, 0.02, -0.04], [-0.08, 0.02, -0.09], [0.08, 0.11, 0.01], [-0.04, -0.21, 0.17], [-0.02, 0.08, -0.08], [-0.01, -0.02, 0.03], [-0.01, 0.01, 0.00], [0.02, -0.04, 0.03], [-0.09, 0.13, -0.10], [0.18, 0.33, -0.11], [-0.10, 0.05, -0.07], [0.04, -0.26, 0.04], [-0.02, 0.11, -0.08], [-0.02, -0.03, 0.04], [0.00, -0.03, 0.05], [0.02, 0.08, 0.07], [0.00, 0.03, 0.00], [0.02, 0.01, 0.04], [0.13, -0.07, 0.02], [-0.05, -0.03, 0.00], [-0.02, -0.02, 0.02], [0.02, -0.02, 0.02], [0.02, 0.04, -0.01], [0.01, -0.01, 0.03], [-0.02, 0.04, 0.00], [0.00, 0.02, 0.03], [-0.02, 0.03, -0.01], [0.01, -0.01, 0.02], [-0.03, 0.00, 0.00], [0.00, 0.02, 0.02], [0.01, 0.02, 0.02], [0.02, 0.02, 0.01], [-0.03, 0.00, -0.05], [0.03, -0.01, 0.01], [0.05, -0.06, -0.07], [0.02, 0.01, -0.02], [-0.02, 0.00, 0.00], [0.00, 0.00, 0.02], [0.00, 0.00, -0.01], [-0.03, 0.00, -0.02], [-0.01, 0.02, -0.03], [0.01, 0.02, 0.01], [0.02, -0.01, 0.02], [0.02, -0.05, 0.00], [0.01, 0.00, 0.00], [0.00, 0.00, 0.00], [-0.01, -0.01, 0.00], [0.00, -0.01, -0.01], [0.01, -0.01, -0.01], [0.00, -0.01, 0.02], [0.02, 0.02, 0.00], [0.01, 0.00, 0.00], [0.01, 0.00, 0.01], [0.00, -0.02, 0.01], [0.00, 0.01, 0.01], [0.00, 0.00, -0.01], [0.01, 0.01, 0.00], [0.00, 0.02, -0.02], [-0.03, -0.01, -0.01], [0.04, -0.01, -0.01], [0.01, 0.01, 0.00], [0.01, 0.01, 0.01], [0.00, -0.01, 0.01], [0.07, -0.03, -0.05], [0.00, -0.01, 0.00], [0.00, 0.07, -0.04], [0.01, 0.01, -0.02], [-0.01, 0.01, -0.02], [0.01, 0.00, -0.01], [0.00, -0.01, 0.01], [0.00, 0.00, 0.01], [-0.01, 0.02, 0.00], [0.02, -0.08, 0.01], [-0.01, 0.00, 0.00], [-0.02, 0.06, -0.02], [0.00, -0.02, -0.01], [0.08, 0.04, 0.01], [0.01, 0.00, -0.01], [-0.03, -0.03, -0.01], [-0.02, -0.01, 0.00], [0.00, 0.01, -0.01], [-0.17, -0.13, -0.19], [-0.20, -0.20, -0.15], [0.18, 0.00, 0.13], [0.08, -0.02, -0.12], [0.07, 0.09, 0.11], [0.05, 0.09, 0.01], [0.03, 0.00, -0.01], [-0.02, -0.04, 0.00], [-0.02, -0.01, 0.02], [-0.06, -0.01, -0.02], [0.04, 0.00, -0.01], [-0.12, -0.02, 0.06], [0.08, 0.00, 0.01], [-0.04, 0.01, 0.01], [0.01, 0.02, -0.02], [0.02, 0.01, -0.07], [0.06, -0.04, -0.03], [0.00, 0.01, 0.00], [0.00, 0.01, 0.00], [-0.01, 0.03, -0.01], [0.02, 0.03, 0.00]]
}